ORCA calculation (ωB97M-V with the def2-TZVPD basis set) on an isolated molecule of C13H26O4.

The geometry in ORCA input format:
```
! RIJCOSX wB97M-V def2-TZVPD def2/J DEFGRID3
* xyz 0 1
C -7.46 -0.25 0.69
C -6.22 -0.84 0.04
C -4.99 0.05 0.24
C -3.74 -0.53 -0.41
C -2.52 0.36 -0.20
C -1.27 -0.22 -0.86
C -0.05 0.70 -0.78
C 0.48 0.87 0.64
C 1.75 1.72 0.67
C 2.88 1.07 -0.07
O 3.48 1.57 -0.99
O 3.16 -0.14 0.41
C 4.22 -0.86 -0.21
C 5.57 -0.54 0.44
O 5.83 0.84 0.48
C 6.71 -1.26 -0.31
O 7.94 -0.99 0.30
H -7.31 -0.14 1.76
H -7.69 0.73 0.27
H -8.32 -0.90 0.53
H -6.39 -0.96 -1.03
H -6.02 -1.83 0.46
H -5.19 1.04 -0.17
H -4.82 0.18 1.31
H -3.92 -0.66 -1.48
H -3.54 -1.52 0.01
H -2.72 1.35 -0.63
H -2.35 0.49 0.87
H -1.49 -0.42 -1.91
H -1.03 -1.18 -0.39
H 0.74 0.28 -1.40
H -0.31 1.67 -1.19
H 0.70 -0.11 1.07
H -0.28 1.35 1.27
H 1.56 2.70 0.22
H 2.07 1.86 1.71
H 4.25 -0.60 -1.28
H 3.98 -1.92 -0.09
H 5.57 -0.86 1.49
H 5.54 1.25 -0.35
H 6.72 -0.93 -1.36
H 6.56 -2.35 -0.28
H 7.94 -0.06 0.54
*
```

As for the HOMO energy: -10.090 eV. The calculation puts the energy above the lowest of the compared OMol25 structures with the same formula, charge and spin at 3.52 kcal/mol.

Löwdin population analysis, charges in e, atoms 1 to 4:
1 C -0.121
2 C -0.281
3 C -0.240
4 C -0.230

***

ORCA calculation (ωB97M-V with the def2-TZVPD basis set) on a cluster of 7 separate species, C27H38F3N2O19 in total.

The geometry in ORCA input format:
```
! RIJCOSX wB97M-V def2-TZVPD def2/J DEFGRID3
* xyz 1 1
C -2.98 0.97 -1.37
C -3.35 0.24 -0.06
C -4.87 0.24 0.13
C -2.90 -1.22 -0.06
N -1.43 -1.39 -0.07
C -0.50 -0.37 -0.15
C 0.73 -0.95 -0.08
N 0.53 -2.29 0.02
C -0.78 -2.54 0.02
C -1.36 -3.92 0.09
O -1.08 -4.66 -1.09
C -1.96 -4.50 -2.11
F -1.95 -3.22 -2.57
F -1.62 -5.32 -3.09
F -3.22 -4.75 -1.73
H -2.55 1.95 -1.16
H -2.27 0.43 -1.99
H -3.88 1.15 -1.97
H -2.92 0.75 0.80
H -5.34 -0.48 -0.55
H -5.28 1.23 -0.06
H -5.14 -0.07 1.15
H -3.24 -1.69 0.86
H -3.33 -1.76 -0.91
H -0.77 0.66 -0.23
H 1.68 -0.45 -0.10
H 1.25 -3.00 0.09
H -2.43 -3.88 0.31
H -0.87 -4.47 0.90
C 0.81 -1.07 -4.01
C 0.38 0.05 -4.95
O 0.20 1.15 -4.02
C 0.95 0.92 -2.94
O 1.14 1.69 -2.04
O 1.45 -0.34 -2.95
H 1.51 -1.77 -4.45
H -0.05 -1.61 -3.59
H 1.15 0.32 -5.67
H -0.55 -0.14 -5.47
C 1.37 1.40 4.56
C 1.43 0.45 3.38
O 0.07 -0.02 3.29
C -0.73 0.91 3.87
O -1.92 0.87 3.76
O -0.01 1.84 4.50
H 2.03 2.26 4.47
H 1.55 0.90 5.50
H 1.66 0.98 2.45
H 2.11 -0.38 3.51
C -4.10 3.37 3.13
C -5.31 2.84 3.88
O -6.39 3.38 3.12
C -5.96 3.64 1.87
O -6.66 3.93 0.95
O -4.62 3.51 1.80
H -3.25 2.69 3.13
H -3.78 4.35 3.49
H -5.37 1.75 3.84
H -5.36 3.17 4.91
C 0.85 4.78 -7.01
C 1.47 4.61 -8.39
O 1.59 3.18 -8.48
C 0.70 2.62 -7.64
O 0.44 1.46 -7.61
O 0.14 3.55 -6.84
H 0.17 5.62 -6.93
H 1.60 4.86 -6.22
H 0.81 4.95 -9.18
H 2.44 5.07 -8.50
C 3.78 -6.77 -0.26
C 3.36 -5.85 -1.41
O 3.09 -4.63 -0.71
C 3.77 -4.63 0.46
O 3.84 -3.67 1.17
O 4.30 -5.83 0.69
H 4.54 -7.49 -0.53
H 2.93 -7.28 0.19
H 4.17 -5.68 -2.12
H 2.47 -6.19 -1.94
C 6.16 1.98 6.71
C 4.98 2.92 6.85
O 3.89 2.12 6.37
C 4.23 0.82 6.51
O 3.48 -0.09 6.34
O 5.52 0.70 6.84
H 6.91 2.10 7.48
H 6.62 2.03 5.72
H 4.78 3.19 7.88
H 5.06 3.83 6.25
*
```

As for the HOMO energy: -12.403 eV.

Löwdin population analysis, charges in e, atoms 1 to 4:
1 C -0.046
2 C -0.389
3 C -0.056
4 C -0.083

***

ORCA calculation (ωB97M-V with the def2-TZVPD basis set) on an isolated molecule of C4H6ClN at a distorted geometry.

The geometry in ORCA input format:
```
! RIJCOSX wB97M-V def2-TZVPD def2/J DEFGRID3
* xyz 0 1
C 1.39 -0.98 -0.87
C 0.85 0.35 -0.92
Cl 1.89 1.72 -1.06
C -0.49 0.70 -0.06
C -0.59 0.07 1.29
N -1.44 -0.51 0.08
H 2.34 -0.96 -1.44
H 0.60 -1.83 -0.49
H -1.05 1.73 -0.14
H -1.38 0.50 2.05
H 0.23 -0.65 1.62
H -2.34 -0.14 -0.05
*
```

As for the HOMO energy: -9.202 eV. The calculation puts the energy above the lowest of the compared OMol25 structures with the same formula, charge and spin at 79.03 kcal/mol.

Löwdin population analysis, charges in e, atoms 1 to 4:
1 C -0.025
2 C -0.695
3 Cl 0.615
4 C -0.351

***

ORCA calculation (ωB97M-V with the def2-TZVPD basis set) on a cluster of 14 separate species, C3H34NO15 in total at a distorted geometry.

The geometry in ORCA input format:
```
! RIJCOSX wB97M-V def2-TZVPD def2/J DEFGRID3
* xyz 1 1
C -0.04 -0.46 -0.16
C 1.41 -1.03 -0.29
C 1.69 -0.82 -1.73
O 1.07 -1.87 -2.35
O 2.32 0.05 -2.19
N 0.08 1.08 -0.16
H -0.79 -0.64 -1.02
H -0.46 -0.76 0.86
H 1.38 -2.16 -0.07
H 2.06 -0.70 0.38
H 1.13 -1.73 -3.43
H -0.87 1.41 -0.24
H 0.83 1.42 -0.79
H 0.39 1.44 0.78
H -2.85 0.18 0.71
H -3.50 -0.97 1.53
O -3.60 -0.49 0.74
H -0.41 -1.97 4.71
H 1.20 -1.72 4.85
O 0.34 -1.37 4.68
H 0.44 3.59 -3.31
H -0.13 2.50 -2.67
O 0.70 2.94 -2.63
H -2.96 -0.58 3.59
H -1.56 -0.53 3.16
O -2.46 -0.17 2.94
H -3.39 2.28 -2.04
H -4.15 1.05 -1.57
O -3.24 1.46 -1.53
H -2.81 -1.53 -0.62
H -1.67 -2.54 -1.13
O -2.08 -1.62 -1.27
H 1.60 0.19 -4.50
H 0.70 -0.14 -5.63
O 1.23 -0.48 -5.04
H 2.24 2.75 1.19
H 1.20 3.77 1.20
O 1.52 3.03 0.59
H -0.53 -4.29 -0.05
H -1.83 -3.95 0.79
O -0.99 -3.60 0.47
H 0.62 -4.87 -2.28
H 1.04 -3.80 -1.33
O 0.63 -4.70 -1.32
H 3.16 2.43 -0.84
H 3.74 0.94 -1.09
O 3.50 1.58 -0.44
H 0.11 3.97 2.69
H 1.29 4.60 3.46
O 0.88 3.85 3.20
H 0.93 0.24 3.07
H 0.43 1.72 3.40
O 0.45 1.02 2.70
*
```

As for the HOMO energy: -12.784 eV. The calculation puts the energy above the lowest of the compared OMol25 structures with the same formula, charge and spin at 70.65 kcal/mol.

Löwdin population analysis, charges in e, atoms 1 to 4:
1 C -0.104
2 C -0.048
3 C -0.548
4 O 0.043

***

ORCA calculation (ωB97M-V with the def2-TZVPD basis set) on an isolated molecule of C6H10.

The geometry in ORCA input format:
```
! RIJCOSX wB97M-V def2-TZVPD def2/J DEFGRID3
* xyz 0 1
C 2.44 0.82 0.11
C 1.37 0.38 -0.23
C -0.04 -0.05 -0.14
C -0.98 0.88 -0.91
C -0.27 0.10 1.38
C -0.27 -1.50 -0.60
H 3.34 1.21 0.53
H -0.85 1.92 -0.59
H -2.02 0.58 -0.70
H -0.82 0.82 -1.99
H 0.32 -0.65 1.92
H 0.10 1.08 1.68
H -1.32 0.02 1.66
H -1.29 -1.81 -0.34
H -0.15 -1.60 -1.68
H 0.43 -2.19 -0.11
*
```

As for the HOMO energy: -9.825 eV. The calculation puts the energy above the lowest of the compared OMol25 structures with the same formula, charge and spin at 36.88 kcal/mol.

Löwdin population analysis, charges in e, atoms 1 to 4:
1 C 0.120
2 C -0.111
3 C -0.623
4 C -0.059

***

ORCA calculation (ωB97M-V with the def2-TZVPD basis set) on an isolated molecule of C4H7NO at a distorted geometry.

The geometry in ORCA input format:
```
! RIJCOSX wB97M-V def2-TZVPD def2/J DEFGRID3
* xyz 0 1
O 1.84 -1.71 -1.06
C 0.91 -1.57 -0.23
N 0.28 -0.56 -0.04
C -0.78 -0.14 0.84
C -0.85 1.23 -0.04
C 0.58 0.77 -0.68
H 0.67 -2.42 0.50
H -1.69 -0.83 0.84
H -0.46 0.09 2.01
H -0.88 2.14 0.50
H -1.83 1.02 -0.72
H 1.46 1.23 -0.06
H 0.75 0.74 -1.86
*
```

As for the HOMO energy: -9.322 eV. The calculation puts the energy above the lowest of the compared OMol25 structures with the same formula, charge and spin at 71.58 kcal/mol.

Löwdin population analysis, charges in e, atoms 1 to 4:
1 O -0.030
2 C -0.436
3 N -0.153
4 C -0.143

***

ORCA calculation (ωB97M-V with the def2-TZVPD basis set) on an isolated molecule of C2H5OP at a distorted geometry.

The geometry in ORCA input format:
```
! RIJCOSX wB97M-V def2-TZVPD def2/J DEFGRID3
* xyz 0 1
O 1.63 -0.98 0.10
C 1.13 0.10 -0.42
C -0.17 0.37 -0.53
P -2.20 -0.25 -0.14
H 2.16 -0.80 0.82
H 1.99 0.84 -0.61
H -0.50 1.33 -0.80
H -2.15 0.79 0.79
H -1.90 -1.41 0.78
*
```

As for the HOMO energy: -8.976 eV. The calculation puts the energy above the lowest of the compared OMol25 structures with the same formula, charge and spin at 62.36 kcal/mol.

Löwdin population analysis, charges in e, atoms 1 to 4:
1 O 0.014
2 C -0.351
3 C -0.265
4 P 0.721

***

ORCA calculation (ωB97M-V with the def2-TZVPD basis set) on a structure of composition C32H27BN5O2PtTe.

The geometry in ORCA input format:
```
! RIJCOSX wB97M-V def2-TZVPD def2/J DEFGRID3
* xyz -1 1
Pt 0.63 -0.92 -0.65
C 5.79 -1.55 3.94
C 4.43 -1.34 3.34
C 3.29 -1.91 3.90
C 2.05 -1.78 3.31
C 1.84 -1.04 2.13
N 0.65 -0.98 1.48
C -0.54 -0.89 2.17
C -0.67 -0.16 3.36
C -1.89 0.05 3.96
C -3.07 -0.44 3.40
C -4.42 -0.11 3.98
C -2.96 -1.18 2.24
C -1.72 -1.44 1.66
N -1.72 -2.31 0.52
C -2.57 -3.34 0.34
C -2.37 -3.86 -0.92
C -1.35 -3.07 -1.46
N -0.97 -2.15 -0.60
C 3.00 -0.41 1.62
C 4.25 -0.59 2.19
N 2.91 0.54 0.55
C 3.62 1.68 0.45
C 3.36 2.25 -0.77
C 2.43 1.39 -1.37
N 2.19 0.35 -0.58
H 5.73 -1.80 5.00
H 6.41 -0.65 3.85
H 6.33 -2.36 3.45
H 3.38 -2.51 4.80
H 1.18 -2.27 3.75
H 0.22 0.30 3.77
H -1.94 0.66 4.85
H -4.34 0.13 5.04
H -5.12 -0.95 3.88
H -4.87 0.75 3.47
H -3.85 -1.54 1.74
H -3.23 -3.64 1.14
H -2.88 -4.69 -1.37
H -0.86 -3.15 -2.42
H 5.11 -0.12 1.72
H 4.24 2.00 1.27
H 3.73 3.18 -1.15
H 1.89 1.49 -2.30
O 0.27 -0.08 -3.64
B 0.74 -1.01 -2.68
O 1.34 -2.09 -3.39
C 1.23 -1.80 -4.72
C 1.66 -2.53 -5.80
C 1.40 -2.00 -7.07
C 0.75 -0.78 -7.22
C 0.32 -0.05 -6.11
C 0.58 -0.58 -4.87
H 2.16 -3.48 -5.67
H 1.72 -2.54 -7.95
H 0.56 -0.39 -8.21
H -0.19 0.90 -6.21
Te -1.36 1.71 -0.41
C -2.57 3.46 -0.41
C -2.55 4.34 -1.49
C -3.33 5.49 -1.51
C -4.16 5.80 -0.44
C -4.20 4.93 0.64
C -3.42 3.79 0.66
H -1.91 4.12 -2.33
H -3.29 6.15 -2.37
H -4.77 6.70 -0.46
H -4.84 5.15 1.49
H -3.45 3.12 1.52
*
```

As for the HOMO energy: -2.646 eV.

Löwdin population analysis, charges in e, atoms 1 to 4:
1 Pt 1.019
2 C -0.069
3 C -0.295
4 C -0.058

***

ORCA calculation (ωB97M-V with the def2-TZVPD basis set) on a structure of composition C32H38Cl4F10IrN3O2Si4Te at a distorted geometry.

The geometry in ORCA input format:
```
! RIJCOSX wB97M-V def2-TZVPD def2/J DEFGRID3
* xyz -1 6
Ir -2.43 -5.34 21.20
C -2.64 -4.74 24.52
N -2.64 -4.10 23.20
C -1.40 -3.40 23.02
C -0.25 -4.44 23.06
N -0.60 -5.72 22.43
C 0.32 -6.73 22.61
C 0.11 -8.12 22.20
F -1.12 -8.64 21.95
C 1.14 -9.05 22.17
F 0.93 -10.33 21.75
C 2.40 -8.73 22.64
F 3.29 -9.71 22.88
C 2.62 -7.50 23.24
F 3.78 -7.25 23.86
C 1.62 -6.54 23.17
F 1.93 -5.41 23.89
C -3.94 -3.52 22.92
C -4.95 -4.68 22.82
N -4.26 -5.82 22.15
C -4.99 -6.93 22.04
C -6.31 -6.99 21.49
F -7.04 -5.87 21.19
C -6.88 -8.17 21.16
F -8.17 -8.19 20.77
C -6.25 -9.39 21.41
F -6.94 -10.54 21.22
C -4.97 -9.41 22.00
F -4.33 -10.58 22.26
C -4.42 -8.22 22.41
F -3.30 -8.24 23.17
H -2.51 -3.96 25.28
H -1.82 -5.42 24.69
H -3.58 -5.29 24.67
H -1.22 -2.70 23.83
H -1.35 -2.87 22.05
H -0.04 -4.58 24.13
H 0.65 -3.96 22.60
H -3.85 -2.95 22.00
H -4.20 -2.88 23.82
H -5.90 -4.37 22.32
H -5.23 -5.00 23.86
Cl 3.47 -5.44 17.79
C 1.97 -5.82 18.47
C 1.44 -7.15 18.22
Cl 2.23 -8.25 17.18
C 0.13 -7.48 18.54
Cl -0.74 -8.76 17.97
C -0.65 -6.52 19.24
O -1.73 -6.90 19.87
C -0.20 -5.16 19.34
O -0.99 -4.32 19.96
C 1.14 -4.81 18.91
Cl 1.50 -3.14 18.77
C -6.65 0.19 18.40
Si -5.56 -0.99 19.37
C -6.37 -1.22 21.06
C -3.83 -0.21 19.50
Si -5.37 -3.11 18.35
Te -3.86 -4.85 19.26
Si -7.52 -4.05 17.99
C -8.70 -3.47 19.36
C -8.19 -3.41 16.31
C -7.53 -5.94 17.85
Si -4.21 -2.78 16.30
C -4.21 -4.33 15.17
C -2.42 -2.26 16.65
C -5.07 -1.37 15.37
H -7.02 0.95 19.14
H -7.56 -0.23 17.94
H -6.11 0.73 17.61
H -6.02 -0.36 21.70
H -6.08 -2.13 21.58
H -7.45 -1.21 20.98
H -3.70 0.15 20.57
H -3.71 0.69 18.85
H -2.93 -0.83 19.37
H -9.00 -2.43 19.26
H -8.38 -3.64 20.39
H -9.63 -4.09 19.18
H -7.99 -2.35 16.20
H -9.29 -3.52 16.38
H -7.82 -3.92 15.39
H -7.16 -6.43 18.73
H -6.90 -6.27 17.01
H -8.56 -6.27 17.63
H -3.72 -5.19 15.64
H -3.59 -4.12 14.25
H -5.21 -4.66 14.85
H -1.90 -2.84 17.42
H -2.42 -1.19 16.90
H -1.86 -2.42 15.70
H -6.12 -1.47 15.21
H -4.52 -1.30 14.39
H -4.92 -0.43 15.89
*
```

As for the HOMO energy (spin up / spin down): -2.974 / -4.530 eV. The expectation value of S² is 8.7999. The calculation puts the energy above the lowest of the compared OMol25 structures with the same formula, charge and spin at 0.00 kcal/mol.

Löwdin population analysis, charges in e, atoms 1 to 4:
1 Ir 0.973
2 C -0.060
3 N -0.337
4 C -0.220

***

ORCA calculation (ωB97M-V with the def2-TZVPD basis set) on a structure of composition C35H19ClErIN4O7S4 at a distorted geometry.

The geometry in ORCA input format:
```
! RIJCOSX wB97M-V def2-TZVPD def2/J DEFGRID3
* xyz -2 4
Er -0.22 1.10 0.10
O 4.53 -3.95 2.84
C 4.83 -3.19 1.92
O 5.83 -3.14 1.19
C 3.76 -2.06 1.62
C 3.94 -1.18 0.56
C 2.96 -0.22 0.30
N 1.90 -0.06 1.10
C 1.73 -0.90 2.13
C 2.62 -1.93 2.40
C 0.52 -0.65 2.95
C 0.09 -1.53 3.95
C -1.06 -1.23 4.66
C -1.71 -0.03 4.40
C -1.20 0.80 3.42
N -0.14 0.49 2.69
C 3.02 0.66 -0.88
C 3.84 0.36 -1.98
C 3.86 1.24 -3.05
C 3.10 2.39 -3.00
C 2.29 2.59 -1.89
N 2.22 1.74 -0.87
H 4.84 -1.29 -0.03
H 2.49 -2.65 3.20
H 0.63 -2.44 4.15
H -1.43 -1.91 5.41
H -2.61 0.23 4.94
H -1.65 1.76 3.20
H 4.42 -0.54 -2.01
H 4.47 1.01 -3.92
H 3.12 3.11 -3.81
H 1.66 3.47 -1.79
Cl 1.11 -1.67 -6.88
C 0.92 -1.36 -5.17
C 1.36 -2.31 -4.29
C 1.23 -2.09 -2.93
I 1.83 -3.51 -1.50
C 0.71 -0.91 -2.39
O 0.66 -0.69 -1.15
C 0.25 0.08 -3.34
N -0.24 1.22 -2.82
C -0.64 2.17 -3.64
C -0.61 2.03 -5.04
C -0.12 0.87 -5.59
C 0.35 -0.15 -4.74
H 1.81 -3.23 -4.64
H -1.03 3.06 -3.19
H -0.97 2.83 -5.66
H -0.10 0.73 -6.66
O -2.69 7.80 1.96
C -2.23 6.75 1.57
S -2.88 5.82 0.22
C -1.73 4.47 0.27
C -0.77 4.53 1.23
S 0.51 3.41 1.51
S -0.83 5.95 2.29
S -1.95 3.21 -0.89
O -1.89 -3.31 1.26
C -3.06 -2.82 1.69
C -3.95 -3.69 2.32
C -5.19 -3.25 2.73
C -5.56 -1.92 2.53
C -4.67 -1.04 1.96
C -3.41 -1.47 1.55
C -2.44 -0.50 0.97
O -2.59 0.73 1.10
O -1.42 -0.97 0.37
H -1.42 -2.56 0.78
H -3.64 -4.72 2.46
H -5.87 -3.94 3.21
H -6.55 -1.59 2.83
H -4.93 0.00 1.81
*
```

As for the HOMO energy (spin up / spin down): -1.861 / -1.867 eV. The expectation value of S² is 3.7521.

Löwdin population analysis, charges in e, atoms 1 to 4:
1 Er 1.250
2 O -0.044
3 C -0.710
4 O -0.045